# C5H9NO

One molecule with the formula C5H9NO (ωB97M-V/def2-TZVPD, the OMol25 dataset).

* max |F|: 0.0064 hartree/bohr
* M: 99.13 g/mol
* Kohn-Sham gap: 9.4 eV
* HOMO level: -8.58 eV
* ΔE to the lowest compared entry with this formula, charge and spin: 135.0 kcal per mole
* calculated total energy: -325.7225 Eh

The geometry in ORCA input format:
```
! wB97M-V def2-TZVPD RIJCOSX def2/J DEFGRID3
* xyz 0 1
C 1.09 -1.68 0.53
C -0.17 -1.01 1.03
N -0.13 0.34 1.58
C -0.85 0.11 0.32
C -0.31 0.70 -0.95
C -1.21 1.43 -1.88
O 0.02 2.13 -0.83
H 0.85 -2.51 -0.15
H 1.66 -2.09 1.37
H 1.74 -0.98 -0.01
H -0.82 -1.68 1.60
H 0.78 0.76 1.38
H -1.93 0.20 0.42
H 0.60 0.22 -1.31
H -0.66 1.50 -2.83
H -0.66 2.55 -0.28
*
```

# C4H5NO2

One molecule with the formula C4H5NO2 in a non-equilibrium geometry (ωB97M-V/def2-TZVPD, the OMol25 dataset).

* max |F|: 0.0347 hartree/bohr
* SMILES: C=NC(C=O)C=O
* M: 99.09 g/mol
* Kohn-Sham gap: 9.2 eV
* HOMO level: -9.33 eV
* ΔE to the lowest compared entry with this formula, charge and spin: 102.3 kcal per mole
* calculated total energy: -360.5064 Eh

The geometry in ORCA input format:
```
! wB97M-V def2-TZVPD RIJCOSX def2/J DEFGRID3
* xyz 0 1
O -0.93 1.97 0.98
C -0.09 1.30 0.44
C 0.07 -0.23 0.66
C -1.13 -0.45 -1.03
N -0.72 -1.28 -0.15
C 1.41 -0.71 0.27
O 2.02 -0.16 -0.63
H 0.70 1.74 -0.20
H -0.39 -0.44 1.63
H -0.44 0.22 -1.57
H -2.19 -0.29 -1.12
H 1.70 -1.66 0.72
*
```

# C6H10

One molecule with the formula C6H10 (ωB97M-V/def2-TZVPD, the OMol25 dataset).

* max |F|: 0.0139 hartree/bohr
* SMILES: CC1=CCCC1
* M: 82.15 g/mol
* Kohn-Sham gap: 9.7 eV
* HOMO level: -8.54 eV
* ΔE to the lowest compared entry with this formula, charge and spin: 8.9 kcal per mole
* calculated total energy: -234.5883 Eh

The geometry in ORCA input format:
```
! wB97M-V def2-TZVPD RIJCOSX def2/J DEFGRID3
* xyz 0 1
C 2.14 0.17 0.25
C 0.72 0.09 -0.19
C -0.06 1.14 -0.44
C -1.52 0.81 -0.26
C -1.46 -0.67 0.25
C -0.08 -1.19 -0.18
H 2.78 -0.63 -0.13
H 2.58 1.14 0.02
H 2.14 0.07 1.35
H 0.31 2.13 -0.69
H -1.92 1.41 0.57
H -2.15 1.10 -1.12
H -1.46 -0.66 1.36
H -2.29 -1.31 -0.07
H -0.09 -1.61 -1.20
H 0.33 -1.97 0.48
*
```

# C2H10N2O

A 2-piece molecular cluster, C2H10N2O overall (ωB97M-V/def2-TZVPD, the OMol25 dataset).

* max |F|: 0.0130 hartree/bohr
* SMILES: CNCO.N
* M: 78.11 g/mol
* Kohn-Sham gap: 10.0 eV
* HOMO level: -8.96 eV
* ΔE to the lowest compared entry with this formula, charge and spin: 11.4 kcal per mole
* calculated total energy: -266.9261 Eh

The geometry in ORCA input format:
```
! wB97M-V def2-TZVPD RIJCOSX def2/J DEFGRID3
* xyz 0 1
N -3.14 0.75 0.91
H -4.09 0.63 1.23
H -3.09 0.40 -0.04
H -2.99 1.75 0.87
C 0.35 0.22 0.77
N 1.09 0.25 -0.49
C 1.84 -0.96 -0.74
O 2.38 -0.97 -2.03
H -0.53 -0.42 0.71
H 0.05 1.24 1.02
H 0.96 -0.17 1.60
H 1.69 1.05 -0.50
H 2.69 -1.04 -0.05
H 1.16 -1.81 -0.62
H 1.64 -0.93 -2.64
*
```